Entry 1:
ORCA calculation (ωB97M-V/def2-TZVPD) on a structure of composition C11H20NOSi in a non-equilibrium geometry.

Cartesian coordinates (Å):
C (3.908, 0.625, -0.786)
C (3.019, 0.982, 0.245)
C (3.606, -0.354, -1.715)
C (1.831, 0.309, 0.301)
C (2.306, -0.823, -1.780)
C (1.449, -0.506, -0.718)
C (-3.448, -0.123, 3.013)
C (-0.019, -2.412, -0.039)
C (-0.423, -1.166, -2.099)
C (-0.820, 2.092, -0.443)
C (-2.419, 0.879, 2.557)
N (0.062, -1.104, -0.732)
O (-1.686, 0.041, 1.534)
Si (-1.643, 0.424, 0.008)
H (4.844, 1.042, -1.002)
H (3.438, 1.751, 0.816)
H (4.271, -0.614, -2.569)
H (1.183, 0.179, 1.176)
H (2.264, -1.597, -2.539)
H (-2.951, -1.101, 3.334)
H (-4.037, 0.236, 3.914)
H (-4.050, -0.453, 2.108)
H (-0.869, -3.029, -0.195)
H (0.695, -3.186, -0.174)
H (0.010, -2.273, 1.094)
H (-1.475, -1.496, -2.062)
H (-0.375, -0.129, -2.489)
H (0.250, -1.886, -2.590)
H (-1.582, 2.896, -0.647)
H (-0.163, 2.417, 0.418)
H (0.005, 2.146, -1.166)
H (-1.692, 1.132, 3.368)
H (-2.997, 1.683, 2.059)
H (-2.830, -0.092, -0.534)

The maximum force comes out at 3.7 eV Å⁻¹. Its energy is -23138.886 eV. As for the LUMO energy: -3.2 eV. The relative energy (zero: lowest compared OMol25 entry of this formula, charge and spin) is 8.8 kcal per mole. Its total charge is +1. The HOMO-LUMO gap is 9.52 eV.


Entry 2:
ORCA calculation (ωB97M-V/def2-TZVPD) on the molecule C11H20O2 in a non-equilibrium geometry.

Cartesian coordinates (Å):
C (3.955, 1.910, -1.061)
C (2.853, 2.894, -0.630)
C (2.015, 2.575, 0.692)
C (1.203, 1.300, 0.719)
C (0.108, 1.187, -0.284)
C (-0.890, 0.150, 0.393)
C (-0.164, -1.281, 0.059)
C (-1.213, -2.377, 0.266)
C (-4.057, -3.131, 0.598)
C (-3.398, -2.692, -0.795)
C (-2.078, -2.385, -0.990)
H (4.695, 2.849, -1.654)
H (3.603, 0.976, -1.935)
H (4.481, 1.273, -0.190)
H (2.138, 3.121, -1.562)
H (3.427, 3.822, -0.682)
H (1.370, 3.361, 0.902)
H (2.679, 3.010, 1.658)
H (1.888, 0.339, 1.040)
H (0.656, 1.294, 1.526)
H (0.482, 1.240, -1.373)
H (-0.642, 2.122, -0.007)
H (-2.115, -0.235, 0.122)
H (-0.815, 0.434, 1.692)
H (0.937, -1.480, 0.670)
H (0.133, -0.998, -1.039)
H (-0.826, -3.347, 0.705)
H (-4.563, -4.027, 0.476)
H (-4.894, -2.514, 1.115)
H (-4.261, -2.610, -1.335)
H (-1.631, -1.727, -1.897)
O (-2.150, -1.822, 1.261)
O (-2.923, -3.232, 1.542)

The maximum force comes out at 5.7 eV Å⁻¹. Its energy is -15813.534 eV. As for the LUMO energy: 0.7 eV. The relative energy (zero: lowest compared OMol25 entry of this formula, charge and spin) is 307.6 kcal per mole. Its total charge is 0. The SMILES is CCCCCCC[C@@H]1C=CCOO1. The HOMO-LUMO gap is 10.23 eV.


Entry 3:
ORCA calculation (ωB97M-V/def2-TZVPD) on the molecule C11H20O2Se in a non-equilibrium geometry.

Cartesian coordinates (Å):
C (1.073, -1.089, -1.634)
C (0.911, 0.401, -1.696)
C (-0.291, -1.601, -1.045)
C (-0.541, 0.836, 0.444)
C (-0.580, 0.729, -1.076)
C (-0.242, -2.084, 0.411)
C (-1.271, 1.836, -1.774)
C (-1.729, -2.374, 0.890)
C (0.503, -3.331, 0.570)
C (1.846, 3.109, 2.011)
C (-0.104, 2.150, 1.142)
O (-1.249, -0.538, -1.277)
O (1.248, 2.106, 1.217)
Se (0.603, -0.461, 1.378)
H (1.397, -1.739, -2.450)
H (1.862, -1.261, -0.882)
H (1.540, 0.990, -1.117)
H (0.998, 0.845, -2.765)
H (-0.577, -2.559, -1.670)
H (-1.550, 0.609, 0.845)
H (-1.866, 1.499, -2.631)
H (-0.676, 2.735, -2.108)
H (-2.159, 2.199, -1.255)
H (-1.836, -2.371, 1.967)
H (-1.976, -3.310, 0.375)
H (-2.318, -1.572, 0.636)
H (0.590, -3.682, 1.551)
H (1.573, -3.177, 0.358)
H (0.008, -4.069, -0.075)
H (2.807, 2.691, 2.243)
H (1.338, 3.216, 3.027)
H (1.829, 4.083, 1.576)
H (-0.465, 2.132, 2.131)
H (-0.697, 3.054, 0.685)

The maximum force comes out at 4.2 eV Å⁻¹. Its energy is -81170.240 eV. As for the LUMO energy: 0.7 eV. The relative energy (zero: lowest compared OMol25 entry of this formula, charge and spin) is 0.0 kcal per mole. Its total charge is 0. The SMILES is COC[C@@H]1[Se]C(C)(C)[C@@H]2CC[C@@]1(C)O2. The HOMO-LUMO gap is 8.73 eV.


Entry 4:
ORCA calculation (ωB97M-V/def2-TZVPD) on a structure of composition C11H21B2O24Y in a non-equilibrium geometry.

Cartesian coordinates (Å):
Y (2.878, 2.576, 2.628)
O (-3.454, 1.940, -1.713)
C (-2.397, 2.364, -2.233)
O (-1.969, 3.581, -2.190)
B (-0.661, 3.711, -2.792)
O (-0.316, 2.367, -3.333)
C (-1.333, 1.536, -3.000)
O (-1.402, 0.349, -3.186)
O (0.346, 4.107, -1.796)
C (0.599, 5.392, -1.866)
O (1.213, 6.068, -1.042)
C (-0.043, 5.939, -3.115)
O (-0.624, 4.865, -3.721)
O (0.022, 7.118, -3.535)
O (-4.280, -0.815, -0.334)
C (-3.598, -1.743, -0.654)
O (-2.531, -2.064, -0.120)
B (-1.897, -3.201, -0.853)
O (-2.917, -3.659, -1.758)
C (-3.914, -2.795, -1.775)
O (-4.952, -2.825, -2.453)
O (-1.523, -4.230, 0.105)
C (-0.244, -4.387, 0.044)
O (0.447, -5.067, 0.770)
C (0.311, -3.609, -1.145)
O (-0.636, -2.789, -1.564)
O (1.479, -3.667, -1.547)
C (0.844, 0.075, -0.505)
C (0.923, -0.001, 1.004)
C (0.558, -1.329, 1.578)
O (2.066, 0.487, 1.723)
H (1.613, -0.495, -1.026)
H (0.745, 1.114, -0.819)
H (-0.094, -0.401, -0.792)
H (0.041, 0.553, 1.323)
H (1.326, -2.084, 1.413)
H (-0.310, -1.662, 1.008)
H (0.389, -1.270, 2.653)
O (-1.646, 0.493, 3.826)
H (-2.089, -0.284, 4.168)
H (-2.113, 0.700, 3.017)
O (-0.188, -4.110, 3.676)
H (0.556, -4.339, 4.233)
H (0.082, -4.374, 2.796)
O (1.890, -0.296, -4.214)
H (2.529, 0.025, -3.578)
H (1.087, 0.184, -4.010)
O (3.303, -1.402, 3.624)
H (3.600, -2.274, 3.364)
H (2.620, -1.182, 2.990)
O (0.729, 2.084, 3.712)
H (0.242, 1.268, 3.596)
H (0.148, 2.639, 4.232)
O (1.296, 3.776, 1.252)
H (0.377, 3.507, 1.247)
H (1.296, 4.636, 0.833)
O (3.512, -2.170, -0.153)
H (2.795, -1.876, 0.410)
H (3.270, -3.061, -0.405)

The maximum force comes out at 7.2 eV Å⁻¹. Its energy is -63289.673 eV. As for the LUMO energy: -5.8 eV. Its total charge is 0. The HOMO-LUMO gap is 2.78 eV.


Question: HOMO-LUMO gap of number 2 (C11H20O2)?
Answer: 10.23 eV